# C5H11NO

2 unconnected molecules or ions with the total composition C5H11NO at a distorted geometry (ωB97M-V with the def2-TZVPD basis set, the OMol25 dataset).

Calculated values
SMILES = C=CCNC=C.O
frontier orbital gap = 8.213 eV
energy above the lowest of the compared OMol25 structures with the same formula, charge and spin = 3.2761 eV
LUMO level = 0.681 eV
E_tot = -327.01095 Eh
largest force on an atom = 2.06 eV Å⁻¹

Structure (ORCA input):
```
! RIJCOSX wB97M-V def2-TZVPD def2/J DEFGRID3
* xyz 0 1
C -1.818 -1.627 -0.519
C -0.596 -1.230 -0.158
C 0.662 -1.110 -0.952
N 1.338 0.145 -0.797
C 0.853 1.348 -0.297
C 1.386 2.525 -0.640
H -2.642 -1.357 0.135
H -2.062 -2.373 -1.271
H -0.515 -1.106 0.919
H 1.365 -1.905 -0.669
H 0.393 -1.443 -1.979
H 2.206 0.157 -1.308
H -0.091 1.182 0.210
H 2.066 2.528 -1.485
H 0.942 3.442 -0.287
O -1.068 0.359 2.657
H -1.237 -0.505 3.037
H -1.183 0.971 3.403
*
```